Entry 1:
Entry from OMol25: a structure of composition C44H38ClGeN3O3S2SbW in a non-equilibrium geometry (the ωB97M-V functional and the def2-TZVPD basis).

```
! wB97M-V def2-TZVPD RIJCOSX def2/J DEFGRID3
* xyz 2 2
W 0.732 -0.429 -0.027
Cl -3.983 -6.022 -0.252
C -2.758 -4.850 0.037
C -1.562 -5.249 0.655
C -0.560 -4.317 0.859
C -0.732 -3.004 0.445
O 0.279 -2.101 0.495
C -1.983 -2.555 -0.084
C -2.215 -1.196 -0.304
N -1.351 -0.176 0.079
C -1.941 1.088 0.128
C -3.291 1.339 0.359
C -3.788 2.636 0.290
C -2.962 3.696 -0.042
C -1.597 3.496 -0.222
C -0.696 4.559 -0.574
C 0.619 4.327 -0.546
C 1.182 3.025 -0.081
N 0.274 1.867 -0.129
C -1.048 2.186 -0.078
C -2.973 -3.538 -0.325
H -1.419 -6.274 0.953
H 0.379 -4.611 1.305
H -3.148 -0.903 -0.764
H -3.951 0.528 0.620
H -4.835 2.806 0.475
H -3.368 4.689 -0.150
H -1.104 5.516 -0.856
H 1.352 5.081 -0.778
H 2.078 2.828 -0.692
H -3.915 -3.234 -0.753
C 2.274 0.216 4.017
Sb 0.643 0.120 2.614
C -0.160 -1.743 3.353
C -0.800 1.285 3.693
H 1.865 0.070 5.013
H 2.770 1.185 3.974
H 2.982 -0.584 3.794
H -0.205 -1.714 4.443
H 0.491 -2.558 3.032
H -1.169 -1.895 2.951
H -1.079 0.706 4.565
H -1.687 1.509 3.107
H -0.348 2.205 4.031
O 4.596 -2.425 0.185
S 3.225 -2.289 -0.108
O 2.460 -1.508 0.952
N 2.787 -1.398 -1.429
C 1.572 -1.968 -1.844
S 0.236 -0.971 -2.369
C 1.481 -3.367 -1.588
C 0.612 -4.340 -2.107
C 0.807 -5.655 -1.739
C 1.826 -6.039 -0.862
C 2.644 -5.083 -0.275
C 2.447 -3.771 -0.639
H -0.174 -4.051 -2.790
H 0.152 -6.412 -2.141
H 1.979 -7.078 -0.621
H 3.405 -5.342 0.443
C 7.349 -0.313 0.900
C 7.093 -0.280 -0.460
C 5.825 0.016 -0.922
C 4.794 0.306 -0.029
C 5.065 0.281 1.337
C 6.332 -0.030 1.797
Ge 2.927 0.538 -0.698
C 1.663 3.272 1.358
C 0.767 3.778 2.298
C 1.216 4.144 3.557
C 2.554 4.013 3.888
C 3.443 3.496 2.958
C 3.006 3.130 1.692
C 3.287 1.469 -2.445
C 4.469 2.171 -2.692
C 4.736 2.686 -3.950
C 3.815 2.531 -4.976
C 2.601 1.911 -4.724
C 2.335 1.408 -3.463
H 8.334 -0.567 1.261
H 7.885 -0.492 -1.160
H 5.618 0.014 -1.982
H 4.267 0.498 2.044
H 6.526 -0.057 2.858
H -0.272 3.934 2.038
H 0.520 4.554 4.272
H 2.891 4.328 4.864
H 4.486 3.386 3.206
H 3.721 2.790 0.946
H 5.183 2.293 -1.889
H 5.667 3.205 -4.131
H 4.036 2.906 -5.965
H 1.859 1.819 -5.505
H 1.370 0.949 -3.278
*
```

molar mass	1134.60	g mol⁻¹
highest occupied orbital energy (spin up / spin down)	-0.451 / -0.446	Eh
E_tot	-155912.600	eV
orbital gap (spin up / spin down)	4.691 / 4.293	eV
relative energy (zero: lowest compared OMol25 entry of this formula, charge and spin)	0.0000	eV

List of Mulliken charges in e, atom by atom: atom 1 (W): -1.308, atom 2 (Cl): -0.159, atom 3 (C): 0.059, atom 4 (C): -0.916, atom 5 (C): -0.273, atom 6 (C): -0.089, atom 7 (O): 0.960, atom 8 (C): 0.840, atom 9 (C): -1.078, atom 10 (N): 0.438, atom 11 (C): -0.032, atom 12 (C): -0.390, atom 13 (C): -1.170, atom 14 (C): -0.593, atom 15 (C): 0.474, atom 16 (C): -1.217, atom 17 (C): -1.211, atom 18 (C): 0.307, atom 19 (N): -0.330, atom 20 (C): 0.708, atom 21 (C): -1.494, atom 22 (H): 0.527, atom 23 (H): 0.772, atom 24 (H): 0.952, atom 25 (H): 0.694, atom 26 (H): 0.452, atom 27 (H): 0.505, atom 28 (H): 0.502, atom 29 (H): 0.546, atom 30 (H): -0.748, atom 31 (H): 0.572, atom 32 (C): -1.253, atom 33 (Sb): 0.655, atom 34 (C): -1.335, atom 35 (C): -1.088, atom 36 (H): 0.595, atom 37 (H): 0.222, atom 38 (H): 0.446, atom 39 (H): 0.667, atom 40 (H): 0.241, atom 41 (H): 0.362, atom 42 (H): 0.664, atom 43 (H): 0.319, atom 44 (H): 0.233, atom 45 (O): -0.700, atom 46 (S): 0.845, atom 47 (O): -0.601, atom 48 (N): -0.606, atom 49 (C): 0.523, atom 50 (S): -0.451, atom 51 (C): 0.132, atom 52 (C): -0.583, atom 53 (C): -0.676, atom 54 (C): -0.590, atom 55 (C): -0.786, atom 56 (C): 0.450, atom 57 (H): 0.574, atom 58 (H): 0.504, atom 59 (H): 0.477, atom 60 (H): 0.580, atom 61 (C): -0.635, atom 62 (C): -1.057, atom 63 (C): -0.489, atom 64 (C): -0.181, atom 65 (C): 0.179, atom 66 (C): -0.936, atom 67 (Ge): 4.776, atom 68 (C): 0.914, atom 69 (C): -0.309, atom 70 (C): -0.437, atom 71 (C): -0.592, atom 72 (C): -1.260, atom 73 (C): 0.032, atom 74 (C): 0.715, atom 75 (C): -0.748, atom 76 (C): -1.030, atom 77 (C): -0.617, atom 78 (C): -1.146, atom 79 (C): -0.493, atom 80 (H): 0.438, atom 81 (H): 0.477, atom 82 (H): 0.663, atom 83 (H): 0.511, atom 84 (H): 0.489, atom 85 (H): 0.428, atom 86 (H): 0.530, atom 87 (H): 0.418, atom 88 (H): 0.454, atom 89 (H): 0.717, atom 90 (H): 0.593, atom 91 (H): 0.449, atom 92 (H): 0.432, atom 93 (H): 0.459, atom 94 (H): 0.136



Entry 2:
Entry from OMol25: a structure of composition C44H38F6KN8O7PS3 in a non-equilibrium geometry (the ωB97M-V functional and the def2-TZVPD basis).

```
! wB97M-V def2-TZVPD RIJCOSX def2/J DEFGRID3
* xyz -2 1
K 0.395 0.385 -1.222
C -3.853 -0.640 -1.798
C -4.837 -0.823 -0.836
C -4.546 -0.520 0.478
C -3.269 -0.027 0.818
N -2.330 0.155 -0.119
C -2.624 -0.160 -1.375
N -3.096 0.274 2.155
C -1.978 0.613 2.712
N -0.720 0.749 2.210
C 0.092 1.097 3.216
N 1.389 1.288 3.258
C 2.235 1.054 2.204
C 3.635 1.379 2.556
C 4.510 1.954 1.720
C 4.310 2.117 0.296
C 3.520 1.312 -0.418
N 1.818 0.668 1.047
C -0.676 1.250 4.490
C -0.307 1.596 5.774
C -1.296 1.598 6.755
C -2.608 1.252 6.446
C -2.969 0.905 5.145
C -1.986 0.919 4.177
H -4.021 -0.870 -2.842
H -5.816 -1.198 -1.110
H -5.266 -0.649 1.274
H -1.834 -0.019 -2.102
H 3.853 1.333 3.615
H 5.445 2.335 2.120
H 4.869 2.892 -0.215
H 3.446 1.402 -1.499
H 0.721 1.846 6.002
H -1.044 1.863 7.775
H -3.358 1.253 7.228
H -3.986 0.628 4.896
O 3.349 -2.309 -3.207
S 2.887 -1.499 -2.055
O 1.367 -1.484 -1.922
O 2.849 0.261 0.118
C 3.169 -2.698 -0.685
C 4.453 -3.172 -0.470
C 4.670 -4.220 0.406
C 3.585 -4.801 1.050
C 2.303 -4.312 0.846
C 2.070 -3.233 -0.010
P 0.409 -2.444 -0.219
C -0.403 -3.254 1.297
C -1.165 -4.416 1.412
C -1.734 -4.782 2.626
C -1.558 -3.992 3.753
C -0.800 -2.832 3.661
C -0.240 -2.472 2.445
C -0.401 -3.510 -1.475
C 0.294 -4.267 -2.413
C -0.391 -5.003 -3.369
C -1.778 -4.981 -3.413
C -2.481 -4.213 -2.494
C -1.796 -3.488 -1.532
H 5.277 -2.733 -1.023
H 5.672 -4.600 0.575
H 3.736 -5.643 1.715
H 1.475 -4.779 1.361
H -1.313 -5.050 0.545
H -2.321 -5.693 2.694
H -2.015 -4.276 4.695
H -0.662 -2.201 4.532
H 0.325 -1.550 2.350
H 1.378 -4.245 -2.422
H 0.160 -5.574 -4.107
H -2.308 -5.551 -4.168
H -3.564 -4.175 -2.534
H -2.342 -2.889 -0.812
C 1.363 4.145 0.742
C 1.176 5.685 0.657
N -0.155 6.001 0.130
C -1.165 5.425 1.026
C -0.968 3.887 1.141
N 0.146 3.479 0.294
C -0.136 3.848 -1.087
C -0.293 5.389 -1.198
H 1.571 3.819 1.764
H 2.185 3.810 0.109
H 1.914 6.144 -0.006
H 1.267 6.157 1.640
H -2.150 5.675 0.622
H -1.066 5.916 1.998
H -1.856 3.337 0.822
H -0.744 3.586 2.167
H -1.047 3.342 -1.406
H 0.681 3.491 -1.718
H -1.272 5.662 -1.598
H 0.466 5.823 -1.853
F 1.080 4.045 -4.187
C 1.186 2.795 -4.697
F 2.269 2.250 -4.148
F 1.365 2.936 -6.011
S -0.412 1.860 -4.279
O -0.017 0.868 -3.309
O -1.264 2.910 -3.804
N -0.941 1.299 -5.652
S -0.076 0.082 -6.228
O -0.364 -0.127 -7.616
O 1.295 0.132 -5.817
C -0.843 -1.421 -5.403
F -1.014 -2.383 -6.325
F -2.058 -1.104 -4.917
F -0.096 -1.892 -4.432
*
```

molar mass	1071.10	g mol⁻¹
highest occupied orbital energy	-0.095	Eh
E_tot	-146922.268	eV
orbital gap	6.387	eV
relative energy (zero: lowest compared OMol25 entry of this formula, charge and spin)	6.2353	eV

Mulliken population analysis, charges in e, atoms 1 to 99: atom 1 (K): 2.316, atom 2 (C): -1.017, atom 3 (C): -0.636, atom 4 (C): -0.623, atom 5 (C): 0.010, atom 6 (N): 0.613, atom 7 (C): -0.355, atom 8 (N): -0.420, atom 9 (C): -0.485, atom 10 (N): 0.894, atom 11 (C): -0.278, atom 12 (N): -0.481, atom 13 (C): 0.282, atom 14 (C): -1.529, atom 15 (C): -0.162, atom 16 (C): -0.742, atom 17 (C): -0.094, atom 18 (N): 0.625, atom 19 (C): 0.085, atom 20 (C): -0.245, atom 21 (C): -0.641, atom 22 (C): -0.660, atom 23 (C): -0.192, atom 24 (C): 0.024, atom 25 (H): 0.600, atom 26 (H): 0.362, atom 27 (H): 0.522, atom 28 (H): 0.128, atom 29 (H): 0.449, atom 30 (H): 0.366, atom 31 (H): 0.413, atom 32 (H): 0.478, atom 33 (H): 0.529, atom 34 (H): 0.398, atom 35 (H): 0.388, atom 36 (H): 0.530, atom 37 (O): -0.690, atom 38 (S): 0.100, atom 39 (O): -0.984, atom 40 (O): 0.070, atom 41 (C): 0.362, atom 42 (C): -0.924, atom 43 (C): -0.691, atom 44 (C): -0.761, atom 45 (C): -0.581, atom 46 (C): -0.216, atom 47 (P): 2.377, atom 48 (C): -0.586, atom 49 (C): 0.098, atom 50 (C): -0.750, atom 51 (C): -0.671, atom 52 (C): -0.448, atom 53 (C): -0.207, atom 54 (C): 0.679, atom 55 (C): -0.908, atom 56 (C): -0.402, atom 57 (C): -0.827, atom 58 (C): -0.830, atom 59 (C): -0.287, atom 60 (H): 0.437, atom 61 (H): 0.365, atom 62 (H): 0.372, atom 63 (H): 0.460, atom 64 (H): 0.416, atom 65 (H): 0.386, atom 66 (H): 0.355, atom 67 (H): 0.463, atom 68 (H): -0.065, atom 69 (H): 0.131, atom 70 (H): 0.374, atom 71 (H): 0.309, atom 72 (H): 0.419, atom 73 (H): 0.673, atom 74 (C): -0.392, atom 75 (C): -0.910, atom 76 (N): -0.285, atom 77 (C): -0.870, atom 78 (C): -0.480, atom 79 (N): 0.937, atom 80 (C): -0.280, atom 81 (C): -1.080, atom 82 (H): 0.438, atom 83 (H): 0.086, atom 84 (H): 0.309, atom 85 (H): 0.334, atom 86 (H): 0.289, atom 87 (H): 0.359, atom 88 (H): 0.331, atom 89 (H): 0.178, atom 90 (H): 0.416, atom 91 (H): -0.139, atom 92 (H): 0.347, atom 93 (H): 0.273, atom 94 (F): -0.259, atom 95 (C): 0.555, atom 96 (F): -0.194, atom 97 (F): -0.272, atom 98 (S): 0.925, atom 99 (O): -0.456



Entry 3:
Entry from OMol25: a cluster of 3 separate species, C44H38NO12P in total (the ωB97M-V functional and the def2-TZVPD basis).

```
! wB97M-V def2-TZVPD RIJCOSX def2/J DEFGRID3
* xyz 0 1
C -1.030 -6.317 1.977
C -0.766 -5.534 0.716
O -1.390 -5.735 -0.298
N 0.249 -4.553 0.792
C 1.617 -5.115 0.747
C 2.263 -5.277 2.132
C 3.350 -4.234 2.451
C 3.185 -3.636 3.854
C 4.022 -2.415 4.102
C 5.355 -2.344 4.126
C 6.287 -3.511 3.947
O 5.955 -4.474 4.942
O 6.254 -5.757 4.346
C 5.982 -1.005 4.308
O 7.061 -0.730 3.831
C 5.232 0.012 5.133
C 6.090 1.024 5.843
O 5.833 0.950 7.249
C 5.875 2.120 7.938
C 5.508 1.901 9.375
O 6.165 3.167 7.430
C 3.900 -0.059 5.117
P 2.733 1.036 5.981
O 1.378 0.497 6.190
C 3.281 -1.118 4.250
O 2.257 -0.909 3.648
H -2.109 -6.403 2.095
H -0.605 -5.837 2.851
H -0.618 -7.323 1.878
H 0.096 -3.891 0.041
H 2.213 -4.441 0.134
H 1.605 -6.079 0.230
H 1.481 -5.226 2.889
H 2.699 -6.275 2.197
H 3.313 -3.418 1.727
H 4.331 -4.700 2.360
H 2.140 -3.350 3.970
H 3.414 -4.377 4.622
H 6.182 -3.973 2.966
H 7.321 -3.185 4.056
H 5.763 -6.328 4.949
H 5.915 2.037 5.480
H 7.137 0.794 5.661
H 6.164 1.154 9.816
H 5.604 2.841 9.907
H 4.484 1.538 9.453
H 3.440 1.326 7.155
H 2.829 2.237 5.252
O -5.406 -2.249 -0.162
C -4.777 -1.281 -0.532
C -5.331 0.098 -0.395
C -6.582 0.265 0.186
C -7.109 1.536 0.338
C -6.390 2.647 -0.091
C -5.146 2.486 -0.676
C -4.612 1.211 -0.831
C -3.277 1.064 -1.476
O -2.672 2.032 -1.888
C -2.714 -0.311 -1.598
C -1.459 -0.475 -2.172
C -0.910 -1.742 -2.280
C -1.612 -2.849 -1.816
C -2.866 -2.693 -1.250
C -3.422 -1.424 -1.139
H -7.125 -0.611 0.513
H -8.083 1.665 0.791
H -6.803 3.639 0.032
H -4.574 3.336 -1.021
H -0.928 0.398 -2.525
H 0.069 -1.867 -2.724
H -1.189 -3.843 -1.898
H -3.422 -3.548 -0.889
O -4.304 7.217 -6.879
C -3.737 6.166 -7.088
C -3.729 5.552 -8.448
C -4.365 6.217 -9.489
C -4.356 5.677 -10.764
C -3.710 4.469 -11.005
C -3.081 3.798 -9.970
C -3.089 4.335 -8.688
C -2.414 3.586 -7.588
O -1.895 2.509 -7.791
C -2.401 4.212 -6.235
C -1.753 3.554 -5.197
C -1.713 4.119 -3.933
C -2.322 5.348 -3.704
C -2.975 6.007 -4.732
C -3.019 5.442 -6.001
H -4.860 7.156 -9.281
H -4.851 6.197 -11.573
H -3.699 4.051 -12.003
H -2.577 2.856 -10.136
H -1.289 2.597 -5.396
H -1.219 3.600 -3.125
H -2.290 5.788 -2.716
H -3.458 6.961 -4.570
*
```

molar mass	803.76	g mol⁻¹
highest occupied orbital energy	-0.352	Eh
E_tot	-81590.887	eV
orbital gap	8.006	eV
structure (SMILES)	CC(=O)NCCCCC1=C(COO)C(=O)C(COC(C)=O)=C([PH2]=O)C1=O.O=C1c2ccccc2C(=O)c2ccccc21.O=C1c2ccccc2C(=O)c2ccccc21

List of Mulliken charges in e, atom by atom: atom 1 (C): -1.177, atom 2 (C): 0.512, atom 3 (O): -0.544, atom 4 (N): -0.168, atom 5 (C): -0.738, atom 6 (C): -0.654, atom 7 (C): -0.373, atom 8 (C): -1.020, atom 9 (C): 0.810, atom 10 (C): 0.977, atom 11 (C): -0.883, atom 12 (O): -0.250, atom 13 (O): -0.405, atom 14 (C): -0.665, atom 15 (O): -0.593, atom 16 (C): 0.642, atom 17 (C): -1.323, atom 18 (O): -0.274, atom 19 (C): 0.789, atom 20 (C): -0.996, atom 21 (O): -0.566, atom 22 (C): 0.319, atom 23 (P): 0.541, atom 24 (O): -0.631, atom 25 (C): 0.075, atom 26 (O): -0.575, atom 27 (H): 0.377, atom 28 (H): 0.364, atom 29 (H): 0.273, atom 30 (H): 0.232, atom 31 (H): 0.556, atom 32 (H): 0.344, atom 33 (H): 0.257, atom 34 (H): 0.380, atom 35 (H): 0.460, atom 36 (H): 0.031, atom 37 (H): 0.651, atom 38 (H): 0.376, atom 39 (H): 0.253, atom 40 (H): 0.535, atom 41 (H): 0.334, atom 42 (H): 0.357, atom 43 (H): 0.469, atom 44 (H): 0.292, atom 45 (H): 0.335, atom 46 (H): 0.293, atom 47 (H): -0.071, atom 48 (H): 0.113, atom 49 (O): -0.664, atom 50 (C): 0.509, atom 51 (C): 0.320, atom 52 (C): -0.619, atom 53 (C): -0.479, atom 54 (C): -0.544, atom 55 (C): -0.542, atom 56 (C): 0.177, atom 57 (C): 0.448, atom 58 (O): -0.632, atom 59 (C): 0.335, atom 60 (C): -0.508, atom 61 (C): -0.719, atom 62 (C): -0.895, atom 63 (C): -0.909, atom 64 (C): 0.439, atom 65 (H): 0.479, atom 66 (H): 0.391, atom 67 (H): 0.409, atom 68 (H): 0.548, atom 69 (H): 0.512, atom 70 (H): 0.441, atom 71 (H): 0.906, atom 72 (H): 0.552, atom 73 (O): -0.663, atom 74 (C): 0.639, atom 75 (C): 0.173, atom 76 (C): -0.594, atom 77 (C): -0.465, atom 78 (C): -0.475, atom 79 (C): -0.562, atom 80 (C): 0.227, atom 81 (C): 0.506, atom 82 (O): -0.661, atom 83 (C): 0.231, atom 84 (C): -0.590, atom 85 (C): -0.338, atom 86 (C): -0.478, atom 87 (C): -0.653, atom 88 (C): 0.257, atom 89 (H): 0.473, atom 90 (H): 0.399, atom 91 (H): 0.393, atom 92 (H): 0.472, atom 93 (H): 0.488, atom 94 (H): 0.307, atom 95 (H): 0.447, atom 96 (H): 0.473